The following is a quantum chemistry calculation of a molecular structure, C24H14F5NO4PS3Zr, from OMol25.

```
! wB97M-V def2-TZVPD RIJCOSX def2/J DEFGRID3
* xyz 1 1
Zr 0.4738 -1.1500 0.0969
O -1.3393 -0.3824 3.3970
S -0.3859 -0.0112 2.4273
O 0.7162 -1.0346 2.1666
O -0.9109 0.1682 1.0106
C 0.4326 1.4515 2.8251
C 0.0684 2.0493 4.0222
C 0.7336 3.2077 4.4015
C 1.7340 3.7208 3.5952
C 2.0892 3.0982 2.4004
C 1.4405 1.9498 1.9804
P 1.9709 1.1383 0.4147
C 1.7025 2.3822 -0.8618
C 0.7689 3.4007 -0.6915
C 0.5048 4.2848 -1.7317
C 1.1709 4.1540 -2.9391
C 2.0965 3.1319 -3.1174
C 2.3528 2.2434 -2.0883
C 3.7563 0.9484 0.6207
C 4.2345 -0.1239 1.3717
C 5.5928 -0.2676 1.6015
C 6.4854 0.6564 1.0764
C 6.0177 1.7284 0.3288
C 4.6570 1.8803 0.1028
H -0.7090 1.6180 4.6359
H 0.4721 3.6968 5.3300
H 2.2553 4.6194 3.8985
H 2.8845 3.5198 1.7972
H 0.2371 3.5212 0.2427
H -0.2195 5.0764 -1.5940
H 0.9690 4.8464 -3.7459
H 2.6131 3.0241 -4.0616
H 3.0644 1.4419 -2.2509
H 3.5602 -0.8597 1.7933
H 5.9516 -1.1047 2.1850
H 7.5473 0.5388 1.2488
H 6.7132 2.4484 -0.0820
H 4.3088 2.7187 -0.4872
F -0.1937 -7.4024 -1.5362
C 0.4227 -6.2380 -1.4045
C 1.3711 -5.8438 -2.3297
F 1.6648 -6.6397 -3.3464
C 2.0085 -4.6182 -2.1988
F 2.9076 -4.2867 -3.1221
C 1.7277 -3.7591 -1.1520
S 2.5207 -2.1550 -0.9805
C 0.7800 -4.2120 -0.2609
F 0.4564 -3.3621 0.7828
C 0.1083 -5.4041 -0.3427
F -0.8113 -5.7553 0.5432
O -1.1055 -2.0943 -1.0215
S -1.0462 -1.0350 -2.1624
N 0.0528 -0.0850 -1.8778
*
```

Energy relative to the best compared isomer or geometry (same formula, charge and spin) (eV): 0.1849
Gap between HOMO and LUMO (eV): 7.26
E_HOMO (eV): -11.7547

***

The following is a quantum chemistry calculation of 2 unconnected molecules or ions with the total composition C7H14NO2, from OMol25.

```
! wB97M-V def2-TZVPD RIJCOSX def2/J DEFGRID3
* xyz 1 3
C 3.4479 0.1637 0.2753
C -0.0617 -0.1841 0.0717
C -0.6852 -2.6435 0.6537
C -1.7686 1.4284 0.6717
C 0.2394 2.1698 -0.5005
C 0.5368 -1.0350 -1.0084
C -0.7118 -1.4849 -0.3092
N -0.7292 1.0718 -0.3107
O 4.1993 -0.4375 -0.3336
O 2.6662 0.7608 0.8690
H 0.2557 -2.6774 1.1957
H -0.8045 -3.5789 0.1129
H -1.4995 -2.5625 1.3709
H -2.2826 2.3383 0.3696
H -2.4946 0.6207 0.7551
H -1.3086 1.5883 1.6462
H -0.2766 3.0802 -0.7979
H 0.7772 2.3469 0.4292
H 0.9576 1.9013 -1.2719
H 0.4699 -0.6967 -2.0312
H 1.4569 -1.5543 -0.7914
H 0.4380 -0.0981 1.0257
H -1.6341 -1.4182 -0.8765
H -1.1878 0.9007 -1.2151
*
```

Energy relative to the best compared isomer or geometry (same formula, charge and spin) (eV): 3.9269
Gap between HOMO and LUMO (alpha / beta) (eV): 3.93 / 6.63
E_HOMO (alpha / beta) (eV): -6.8478 / -16.7957

***

The following is a quantum chemistry calculation of a molecular structure, H29O15, from OMol25.

```
! wB97M-V def2-TZVPD RIJCOSX def2/J DEFGRID3
* xyz -1 1
O 1.9030 2.2155 1.3129
H 2.7241 2.5346 1.6895
H -0.9779 0.5589 -2.8273
O 0.7328 -0.9985 1.2079
H 0.3638 -0.9625 2.1017
H 2.2428 -1.2822 0.8800
O -0.2121 0.5342 -3.3957
H 0.0679 1.7567 1.0482
H -1.5140 -3.8319 -2.5898
O -1.1468 -1.8633 -3.7133
H 5.6334 -0.1358 -1.3582
H -1.0969 -2.5263 -4.3885
O -0.8565 -3.8412 0.4454
H -1.2419 -3.0767 0.8773
H 1.9568 -0.8866 -1.3232
O -2.9076 2.1874 -0.3620
H -1.1467 3.3438 -1.4478
H -2.1458 1.8807 0.1587
O -0.5829 1.0481 1.1089
H -1.4998 -4.4822 0.1441
H 0.0001 -0.0941 1.0433
O -0.9686 1.6061 3.7034
H -1.0915 2.5092 3.3788
H 2.1168 1.6105 0.5951
O 4.9047 0.2495 -1.8643
H 4.3841 0.5179 -1.0953
H 0.3386 -0.0648 -2.8595
O -1.6627 3.8711 -2.0604
H -1.0401 -0.9697 -4.0007
O -3.7250 -1.0950 2.8935
H -4.3238 -0.9996 2.1766
H -2.3972 3.2897 -2.2399
O 1.8384 2.3860 4.4329
H 1.8052 2.2024 3.5041
H 1.1160 1.9556 4.8869
O 2.3330 -0.8659 -2.2235
H 3.1403 -0.4065 -1.9391
H -0.9658 1.2959 2.7378
O -2.4408 -3.6286 -2.4676
H -3.5735 1.5312 -0.1349
H -3.9636 -0.6311 3.6840
O 3.0309 -1.4566 0.2628
H -2.5069 -2.6758 -2.5443
H 3.3558 -2.3101 0.5615
*
```

Energy relative to the best compared isomer or geometry (same formula, charge and spin) (eV): 1.5486
Gap between HOMO and LUMO (eV): 8.80
E_HOMO (eV): -6.2499

***

The following is a quantum chemistry calculation of a molecular structure, BrHf, from OMol25.

```
! wB97M-V def2-TZVPD RIJCOSX def2/J DEFGRID3
* xyz 3 1
Hf -1.0546 -0.4935 -0.9085
Br 1.0546 0.4935 0.9085
*
```

Energy relative to the best compared isomer or geometry (same formula, charge and spin) (eV): 2.8457
Gap between HOMO and LUMO (eV): 6.03
E_HOMO (eV): -26.8986

***

The following is a quantum chemistry calculation of a molecular structure, C44H33Br2N4PSbSe4W, from OMol25.

```
! wB97M-V def2-TZVPD RIJCOSX def2/J DEFGRID3
* xyz -1 3
W -0.2296 0.4863 -0.0947
C 2.1401 2.4627 1.2105
N 0.7486 1.9907 1.1524
C -0.0736 2.7116 1.9083
C -1.3793 2.2747 2.0585
C -2.5348 2.8100 2.6435
C -3.5363 1.8738 2.4286
C -2.9601 0.8169 1.7338
N -1.6486 1.0280 1.5083
C 2.4984 3.5639 0.2274
C 1.8969 4.8187 0.2815
C 2.2355 5.8096 -0.6265
C 3.1820 5.5664 -1.6106
C 3.8100 4.3314 -1.6556
C 3.4741 3.3438 -0.7393
H 2.7906 1.6082 1.0334
H 2.3516 2.8171 2.2236
H 0.2951 3.5819 2.4395
H -2.6128 3.7746 3.1206
H -4.5746 1.9486 2.7051
H -3.4358 -0.0840 1.3775
H 1.1411 5.0320 1.0273
H 1.7536 6.7777 -0.5644
H 3.4299 6.3322 -2.3342
H 4.5697 4.1312 -2.4011
H 3.9787 2.3860 -0.7808
C -2.2611 -1.2218 5.4496
C -1.0395 -0.7220 5.0133
C -0.6325 -0.9412 3.7096
C -1.4356 -1.6686 2.8321
C -2.6560 -2.1640 3.2727
C -3.0655 -1.9386 4.5805
P -0.8599 -1.8248 1.0962
C -1.8988 -3.1992 0.4645
C -2.8201 -2.9142 -0.5429
C -3.6346 -3.9041 -1.0728
C -3.5196 -5.2028 -0.6049
C -2.6119 -5.5007 0.4023
C -1.8096 -4.5104 0.9400
C 0.8006 -2.5158 1.4203
C 1.0369 -3.6040 2.2313
C 2.3186 -4.1636 2.3250
C 3.3579 -3.6255 1.6175
C 3.1756 -2.4573 0.8471
C 4.2487 -1.8569 0.1563
C 4.0328 -0.7200 -0.5689
C 2.7633 -0.1158 -0.5811
C 1.6583 -0.6160 0.0961
C 1.8839 -1.8590 0.7701
H -2.5838 -1.0413 6.4674
H -0.4113 -0.1525 5.6866
H 0.3133 -0.5371 3.3632
H -3.2944 -2.7177 2.5952
H -4.0241 -2.3150 4.9147
H -2.9214 -1.9048 -0.9240
H -4.3536 -3.6338 -1.8358
H -4.1440 -5.9822 -1.0245
H -2.5247 -6.5114 0.7833
H -1.1200 -4.7686 1.7258
H 0.2391 -4.0193 2.8298
H 2.4761 -5.0284 2.9578
H 4.3427 -4.0768 1.6539
H 5.2338 -2.3074 0.2047
H 4.8435 -0.2639 -1.1266
H 2.6653 0.7899 -1.1715
Br 0.8028 4.9424 -5.1011
C 0.5435 3.6524 -3.7537
C -0.0214 4.0497 -2.5434
C -0.0901 3.1179 -1.5523
N 0.3763 1.8497 -1.6532
C 0.6933 1.4189 -2.9128
C 0.8545 2.3401 -3.9544
C 0.7402 -0.0049 -3.1296
C 1.1726 -0.5728 -4.3365
C 1.1001 -1.9269 -4.5017
Br 1.7255 -2.7255 -6.0992
C 0.5892 -2.7337 -3.4909
C 0.2323 -2.1075 -2.3242
N 0.3155 -0.7932 -2.1189
H -0.4072 5.0475 -2.4072
H -0.5727 3.3481 -0.6136
H 1.1621 1.9919 -4.9282
H 1.5560 0.0588 -5.1231
H 0.4793 -3.8001 -3.6118
H -0.1522 -2.6828 -1.4907
Se -5.3147 2.8454 -1.7674
Sb -4.0371 0.9985 -2.6830
Se -2.0536 0.5677 -1.2728
Se -5.5000 -0.9247 -2.9335
Se -3.2725 1.5654 -4.9234
*
```

Gap between HOMO and LUMO (alpha / beta) (eV): 4.22 / 4.03
E_HOMO (alpha / beta) (eV): -3.3083 / -3.2875

***

The following is a quantum chemistry calculation of 2 unconnected molecules or ions with the total composition C4H8O, from OMol25.

```
! wB97M-V def2-TZVPD RIJCOSX def2/J DEFGRID3
* xyz 0 1
C 1.8194 0.2418 0.6087
O 1.0022 -0.9119 0.4326
C -0.3021 -0.6607 0.3597
C -1.5032 -1.0958 0.1737
C -1.3439 0.3907 0.4774
H 1.4606 0.8527 1.4431
H 1.8399 0.8466 -0.3047
H 2.8224 -0.1276 0.8261
H -2.2203 -1.8718 -0.0327
H -1.4749 1.1273 -0.3248
H -1.6319 0.7778 1.4620
H -0.0810 0.0001 -2.2986
H -0.3872 0.4306 -2.8224
*
```

Energy relative to the best compared isomer or geometry (same formula, charge and spin) (eV): 4.0812
Gap between HOMO and LUMO (eV): 9.71
E_HOMO (eV): -8.5953

***

The following is a quantum chemistry calculation of 2 unconnected molecules or ions with the total composition C5H12NO, from OMol25.

```
! wB97M-V def2-TZVPD RIJCOSX def2/J DEFGRID3
* xyz 1 1
O -0.8038 -1.3988 -0.6639
C -1.2466 -0.6367 -1.4874
C -1.5744 0.8317 -0.8501
C -1.2467 1.1708 0.5575
C -1.9711 0.4693 1.7061
C -1.9273 -1.0311 1.9338
N -0.4592 0.7889 -1.7408
H -1.5012 -0.9555 -2.5007
H -2.4878 1.2688 -1.2547
H -0.1588 1.2606 0.7212
H -1.3534 2.2670 0.6499
H -3.0189 0.8015 1.7247
H -1.6329 0.9964 2.6037
H -0.9812 -1.3232 2.3998
H -2.6524 -1.3168 2.6981
H -2.0911 -1.6909 1.0868
H -0.8006 1.3811 -2.5162
H 37.4331 -0.7270 0.8669
H 36.7816 -0.7305 0.5102
*
```

Energy relative to the best compared isomer or geometry (same formula, charge and spin) (eV): 6.8977
Gap between HOMO and LUMO (eV): 6.17
E_HOMO (eV): -14.8464

***

The following is a quantum chemistry calculation of a single C4H7NO molecule, from OMol25.

```
! wB97M-V def2-TZVPD RIJCOSX def2/J DEFGRID3
* xyz 0 1
C -0.3984 -1.9323 0.8654
C 0.2198 -0.6604 0.3762
N 0.4652 -0.4045 -0.8459
C 0.7248 1.0122 -1.0290
C -0.4300 1.8010 -0.4011
O -1.3877 1.2890 0.1219
H -0.1995 -2.0294 1.9332
H 0.0287 -2.7578 0.3026
H -1.4914 -1.9535 0.7302
H 0.4258 0.0934 1.1449
H 1.7063 1.3579 -0.6544
H 0.6927 1.2842 -2.0930
H -0.3563 2.9003 -0.4509
*
```

Energy relative to the best compared isomer or geometry (same formula, charge and spin) (eV): 1.9342
Gap between HOMO and LUMO (eV): 10.41
E_HOMO (eV): -9.4454

***

| no. | largest force on an atom (eV Å⁻¹) |
| --- | --- |
| 1 | 1.76 |
| 2 | 6.52 |
| 3 | 1.97 |
| 4 | 5.21 |
| 5 | 5.11 |
| 6 | 0.39 |
| 7 | 5.40 |
| 8 | 0.58 |